This record from the OMol25 dataset describes a single C5H8O2 molecule. The level of theory is wB97M-V/def2-TZVPD.

XYZ file:
```
15
Properties=species:S:1:pos:R:3:forces:R:3
O 2.1963 0.5731 -1.0750 -0.273 -0.251 -0.387
O 1.0312 -0.4933 0.7323 0.059 -0.592 -0.197
C -0.9607 -1.2102 -0.5251 -0.093 -0.136 -0.203
C -1.3956 -0.8694 0.8915 -0.195 -0.048 0.204
C 1.6564 0.6330 0.1935 -0.903 1.017 0.095
C -0.2594 -0.1677 0.2699 -0.174 -0.400 0.204
C 0.0205 1.2775 -0.0519 0.641 -0.216 0.625
H -2.3272 -0.3315 1.0321 0.085 -0.075 -0.028
H -0.4063 1.9996 0.6535 0.461 -0.273 0.197
H -1.1238 -1.5621 1.6817 -0.158 0.031 -0.099
H 2.5466 0.7792 0.8575 -1.125 1.101 -0.160
H -0.4276 1.5679 -1.0435 1.342 -0.055 0.442
H 1.4478 0.8637 -1.6009 0.451 -0.257 -0.832
H -1.6036 -0.9322 -1.3550 0.043 0.026 0.144
H -0.3945 -2.1276 -0.6607 -0.160 0.129 -0.006
```
Forces are in eV/Å.

## Properties
net charge = 0
ΔE to the lowest compared entry with this formula, charge and spin = 3.290 eV
E = -345.684057 Ha
LUMO energy = 1.0 eV
HOMO level = -0.348 Eh
frontier orbital gap = 0.38387 hartree
SMILES string = O[C@H]1CC2(CC2)O1

=====

This record from the OMol25 dataset describes a single C5H8O2 molecule. The level of theory is wB97M-V/def2-TZVPD.

XYZ file:
```
15
Properties=species:S:1:pos:R:3:forces:R:3
O 1.6917 -0.4895 0.0756 0.100 -0.158 -0.064
O -1.0049 -1.6692 -1.3017 0.223 0.350 0.527
C -1.0427 -0.9038 1.1058 -0.156 -0.087 0.066
C -0.6299 -1.0234 -0.3585 -0.177 -0.371 -0.349
C 0.4268 0.0944 -0.2072 -0.106 0.221 -0.036
C -0.2358 0.4212 1.1523 0.009 0.203 0.112
C 0.4893 1.1586 -1.2831 0.003 0.001 -0.014
H 1.2475 1.9076 -1.0328 -0.085 -0.130 0.007
H 1.9003 -1.1379 -0.6069 0.024 0.090 -0.075
H -0.8702 1.3106 1.1043 0.066 -0.145 -0.012
H -0.4777 1.6638 -1.3831 0.127 -0.105 -0.010
H 0.4785 0.5221 1.9707 -0.093 -0.016 -0.114
H 0.7418 0.7117 -2.2511 -0.025 0.049 0.141
H -2.1179 -0.8695 1.2997 0.143 0.003 -0.051
H -0.5970 -1.6965 1.7160 -0.052 0.093 -0.128
```
Forces are in eV/Å.

## Properties
net charge = 0
ΔE to the lowest compared entry with this formula, charge and spin = 1.030 eV
E = -345.767109 Ha
LUMO energy = 0.9 eV
HOMO level = -0.346 Eh
frontier orbital gap = 0.37824 hartree
SMILES string = C[C@@]1(O)CCC1=O

=====

This record from the OMol25 dataset describes a single C5H8O2 molecule. The level of theory is wB97M-V/def2-TZVPD.

XYZ file:
```
15
Properties=species:S:1:pos:R:3:forces:R:3
O -0.3677 -1.2704 2.1531 0.113 -0.223 0.121
O 0.6829 0.7789 -1.9722 -0.002 0.012 -0.011
C -1.0778 1.7722 -0.7216 0.116 0.093 -0.285
C 1.3021 -1.2966 -0.2105 -0.164 0.151 0.042
C -0.5147 -0.3500 1.1879 0.083 0.261 -0.449
C 0.2142 -0.2884 0.0625 0.319 -0.466 0.138
C 0.0075 0.7467 -0.9640 -0.351 0.238 0.193
H 2.0786 -1.2623 0.5550 0.090 -0.060 0.045
H 0.3423 -1.8844 1.9169 -0.074 0.081 0.004
H -1.1039 2.4577 -1.5647 0.001 -0.005 0.006
H -1.3028 0.3459 1.4311 -0.051 0.058 -0.004
H 0.9016 -2.3099 -0.2658 0.030 -0.113 0.004
H -0.8741 2.3323 0.1875 -0.036 0.056 0.113
H -2.0453 1.2857 -0.6270 -0.116 -0.016 0.057
H 1.7571 -1.0574 -1.1683 0.044 -0.068 0.024
```
Forces are in eV/Å.

## Properties
net charge = 0
ΔE to the lowest compared entry with this formula, charge and spin = 0.603 eV
E = -345.782796 Ha
LUMO energy = 0.6 eV
HOMO level = -0.340 Eh
frontier orbital gap = 0.36385 hartree
SMILES string = CC(=O)/C(C)=C/O

=====

This record from the OMol25 dataset describes a 2-piece molecular cluster, C5H8O2 overall. The level of theory is wB97M-V/def2-TZVPD.

XYZ file:
```
15
Properties=species:S:1:pos:R:3:forces:R:3
O 0.1114 -0.2609 0.7841 2.954 -2.831 0.122
O 1.6454 0.5273 -0.7148 -1.627 -4.928 2.578
C 1.2106 -0.4982 -0.0389 0.581 8.701 -1.483
C -0.4853 0.9682 0.9257 -2.143 1.773 2.031
C -1.8084 0.8292 -1.2829 7.853 0.065 12.347
C 1.7894 -1.8055 0.0085 4.325 -1.245 2.676
C -1.6591 0.9617 0.0607 -3.235 0.947 -1.939
H -2.4404 1.1861 0.7826 -1.222 0.001 -1.301
H -0.9798 0.6732 -1.7621 5.011 -0.980 -2.767
H 0.0486 1.9202 0.7026 0.603 -1.081 0.539
H -2.4944 0.8790 -1.8232 -11.564 0.871 -7.430
H 2.5649 -2.0164 -0.7393 -0.578 0.646 -0.057
H 0.9815 -2.4539 -0.1348 -0.877 -1.798 0.639
H 2.6769 -2.0061 1.1753 -3.458 0.612 -3.284
H -1.1614 1.0960 2.0564 3.377 -0.754 -2.670
```
Forces are in eV/Å.

## Properties
net charge = 0
ΔE to the lowest compared entry with this formula, charge and spin = 5.874 eV
E = -345.589085 Ha
LUMO energy = 0.3 eV
HOMO level = -0.354 Eh
frontier orbital gap = 0.36475 hartree

=====

This record from the OMol25 dataset describes a single C5H8O2 molecule. The level of theory is wB97M-V/def2-TZVPD.

XYZ file:
```
15
Properties=species:S:1:pos:R:3:forces:R:3
O -0.2386 1.4955 0.2408 -0.121 0.124 -0.100
O -1.7202 0.1847 1.3725 -0.145 0.174 0.054
C -0.9755 0.2646 0.2070 0.139 -0.098 -0.282
C 1.1073 -0.4307 -0.8632 0.053 0.120 -0.162
C 1.1340 -0.4471 1.2239 0.042 0.159 0.173
C 0.0633 -0.8439 0.1879 -0.112 -0.097 -0.022
C 1.7739 0.4822 0.1870 -0.015 -0.399 -0.014
H 1.8082 -1.2458 -1.0820 -0.047 0.097 0.109
H -0.0784 1.8346 -0.6495 -0.130 -0.055 0.121
H 0.8173 -0.0183 2.1785 0.152 -0.086 -0.117
H 1.8313 -1.2734 1.4086 -0.052 0.083 -0.079
H -0.3769 -1.8478 0.1885 0.004 0.219 -0.019
H -2.2016 1.0176 1.4659 0.004 -0.150 0.047
H 0.7871 0.0035 -1.8210 0.112 -0.098 0.135
H -1.6176 0.2499 -0.6905 0.115 0.007 0.156
```
Forces are in eV/Å.

## Properties
net charge = 0
ΔE to the lowest compared entry with this formula, charge and spin = 4.650 eV
E = -345.634071 Ha
LUMO energy = 0.6 eV
HOMO level = -0.299 Eh
frontier orbital gap = 0.32174 hartree

=====

This record from the OMol25 dataset describes a single C5H8O2 molecule. The level of theory is wB97M-V/def2-TZVPD.

XYZ file:
```
15
Properties=species:S:1:pos:R:3:forces:R:3
O 2.7068 -0.7573 -0.0419 -0.002 0.299 0.219
O 0.9358 0.6372 0.0168 -0.509 -0.252 0.155
C -1.7390 1.3636 -0.0335 -0.288 0.113 0.510
C 2.2279 0.3378 0.0502 0.613 0.110 -0.469
C -2.3363 -1.1811 0.0314 0.422 0.364 -0.013
C 0.0070 -0.4053 -0.0114 -0.607 -0.585 -0.416
C -1.2887 -0.0733 -0.0472 0.614 -0.627 0.118
H -2.9917 -1.2020 -0.8493 0.225 0.001 0.105
H 0.3989 -1.4479 -0.0752 -0.240 1.195 0.245
H 2.7679 1.3028 0.1075 0.161 -0.451 0.106
H -2.2585 1.5562 0.9204 0.223 -0.002 -0.130
H -2.5181 1.5309 -0.7822 0.244 0.049 -0.193
H -1.8692 -2.1756 0.1765 -0.286 0.590 -0.136
H -2.9760 -0.9578 0.8898 -0.035 -0.202 0.010
H -0.9203 2.1043 -0.1246 -0.534 -0.603 -0.111
```
Forces are in eV/Å.

## Properties
net charge = 0
ΔE to the lowest compared entry with this formula, charge and spin = 0.766 eV
E = -345.776793 Ha
LUMO energy = 0.9 eV
HOMO level = -0.333 Eh
frontier orbital gap = 0.36592 hartree
SMILES string = CC(C)=COC=O

=====

This record from the OMol25 dataset describes a 4-piece molecular cluster, C5H8O2 overall. The level of theory is wB97M-V/def2-TZVPD.

XYZ file:
```
15
Properties=species:S:1:pos:R:3:forces:R:3
O 0.6997 1.1577 2.2373 -0.009 -0.487 -0.322
O -2.9616 2.8203 -0.2388 -0.614 0.228 -1.401
C -2.8680 3.1817 -1.3640 -0.500 -0.180 2.530
C -2.5880 3.8080 -2.4703 2.421 -1.476 1.691
C 1.7597 -2.1568 0.3852 1.103 -2.723 -1.909
C 1.6946 -3.4898 -0.0292 1.661 2.477 -1.287
C 1.0320 -1.7141 1.4328 -1.413 0.867 1.567
H 0.3932 2.0806 2.2557 0.119 -0.503 -0.036
H 0.9669 -0.6849 1.7062 0.285 1.365 0.402
H 1.0039 -4.1481 0.4170 -0.543 -0.918 0.389
H 2.3552 -3.7787 -0.9081 -1.103 -0.008 1.359
H -1.4560 3.1466 -1.8292 -1.642 1.670 -2.705
H 2.4539 -1.5229 -0.1474 -0.132 0.336 0.091
H -2.8797 3.6451 -3.4884 0.326 -0.242 -0.101
H 0.3940 -2.3445 2.0413 0.041 -0.407 -0.266
```
Forces are in eV/Å.

## Properties
net charge = 0
ΔE to the lowest compared entry with this formula, charge and spin = 9.703 eV
E = -345.448366 Ha
LUMO energy = -3.2 eV
HOMO level = -0.269 Eh
frontier orbital gap = 0.15046 hartree

=====

This record from the OMol25 dataset describes a 2-piece molecular cluster, C5H8O2 overall. The level of theory is wB97M-V/def2-TZVPD.

XYZ file:
```
15
Properties=species:S:1:pos:R:3:forces:R:3
O 2.4561 0.2042 -1.1495 -0.182 -0.261 0.467
O 0.8597 -0.5281 0.2876 0.133 0.013 -0.065
C -0.2639 1.4829 -0.5651 0.003 0.006 -0.012
C 2.1248 -0.3255 -0.1255 0.180 0.184 -0.346
C -1.0436 -0.8885 -1.0099 0.099 0.100 0.037
C -1.0224 -0.2980 2.2075 -0.078 -0.401 0.065
C -0.1921 -0.0086 -0.4988 -0.277 -0.059 -0.167
H -0.8874 -1.9559 -0.8920 0.006 0.154 0.006
H -0.2597 -0.9955 2.6202 -0.106 0.194 -0.066
H -1.9135 -0.5514 -1.5628 0.137 -0.010 0.098
H -1.1687 1.7879 -1.0964 0.130 -0.068 0.078
H -0.2975 1.8878 0.4511 0.020 -0.041 -0.143
H 2.8116 -0.7356 0.6283 -0.053 0.047 -0.087
H -1.8093 -1.0029 1.8550 0.112 0.191 0.054
H 0.6085 1.8855 -1.0871 -0.123 -0.049 0.080
```
Forces are in eV/Å.

## Properties
net charge = 0
ΔE to the lowest compared entry with this formula, charge and spin = 5.487 eV
E = -345.603317 Ha
LUMO energy (spin up / spin down) = -0.7 / -0.8 eV
HOMO level (spin up / spin down) = -0.352 / -0.351 Eh
frontier orbital gap (spin up / spin down) = 0.32484 / 0.32308 hartree

=====

This record from the OMol25 dataset describes a single C5H8O2 molecule. The level of theory is wB97M-V/def2-TZVPD.

XYZ file:
```
15
Properties=species:S:1:pos:R:3:forces:R:3
O -0.0222 1.6016 -1.9238 0.049 -0.491 0.278
O 0.1893 0.3673 2.4344 -0.060 0.118 0.305
C -0.2109 -0.9044 -1.7415 -0.045 -0.025 -0.164
C 0.3204 0.1513 0.1021 0.045 0.079 0.112
C 0.0766 0.5469 -1.3557 0.021 0.383 -0.226
C -0.4451 -1.1541 -0.2297 -0.071 -0.193 0.137
C -0.1377 1.0411 1.2321 -0.078 0.182 -0.405
H -0.0667 0.9260 3.1772 0.044 -0.116 -0.068
H -1.5046 -1.0570 0.0298 0.156 -0.020 -0.026
H -1.2223 1.2188 1.1533 0.158 -0.050 0.024
H -0.0536 -2.0782 0.1967 -0.032 0.129 -0.083
H -1.0201 -1.0886 -2.4520 0.099 0.065 0.106
H 0.3660 2.0167 1.1616 -0.059 -0.168 0.025
H 1.3891 -0.0656 0.2323 -0.106 0.009 -0.052
H 0.7026 -1.3948 -2.0971 -0.120 0.098 0.034
```
Forces are in eV/Å.

## Properties
net charge = 0
ΔE to the lowest compared entry with this formula, charge and spin = 1.191 eV
E = -345.761178 Ha
LUMO energy = 0.8 eV
HOMO level = -0.352 Eh
frontier orbital gap = 0.38233 hartree
SMILES string = O=C1CC[C@@H]1CO

=====

This record from the OMol25 dataset describes C5H8O2 as an isolated structure. The level of theory is wB97M-V/def2-TZVPD.

XYZ file:
```
15
Properties=species:S:1:pos:R:3:forces:R:3
O 2.0813 0.3827 -0.4782 0.096 -0.150 -0.103
O -0.9762 -2.1261 0.3724 0.003 0.098 0.016
C -0.5891 1.2418 0.1589 -0.025 0.131 -0.012
C -0.5822 -1.0309 -0.0294 0.037 -0.115 -0.215
C 1.2989 -0.3661 0.3277 -0.067 -0.020 0.346
C -1.3493 0.1780 -0.6513 -0.155 0.004 -0.083
C 0.1613 0.1823 0.9625 0.176 0.040 0.154
H -2.3823 0.0768 -0.3112 0.111 0.033 -0.043
H 1.7212 -1.2815 0.7441 -0.054 0.119 -0.099
H 0.4202 -1.0940 -0.7830 -0.106 -0.037 -0.030
H 2.7085 -0.1875 -0.9457 -0.065 0.127 0.062
H 0.0604 1.8964 -0.4267 -0.105 -0.092 0.087
H -1.2381 1.8637 0.7778 0.103 -0.109 -0.091
H 0.0041 0.0285 2.0257 0.032 0.012 -0.190
H -1.3385 0.2357 -1.7437 0.020 -0.041 0.200
```
Forces are in eV/Å.

## Properties
net charge = 0
ΔE to the lowest compared entry with this formula, charge and spin = 4.133 eV
E = -345.653076 Ha
LUMO energy = 0.3 eV
HOMO level = -0.297 Eh
frontier orbital gap = 0.30930 hartree